Computed, not measured: a structure of composition C8H17MnO3P2 in a non-equilibrium geometry, with the ωB97M-V functional and the def2-TZVPD basis.

Each line ends with the Löwdin spin population.
Positions of all 31 atoms, in Å:
C 1.487 -0.186 -1.659  -0.0128
C 0.352 0.362 -2.686  0.0436
C -0.496 -0.743 -2.952  0.0515
C -0.163 -1.813 -2.108  0.0504
C 1.049 -1.510 -1.352  0.0208
Mn -0.367 -0.009 -0.639  3.8556
P -0.103 1.774 0.682  0.1038
H 2.383 0.453 -1.380  -0.0012
H 0.119 1.367 -3.136  0.0102
H -1.267 -0.761 -3.709  0.0066
H 1.393 -2.157 -0.533  0.0055
H -0.761 -2.744 -2.069  0.0065
H -1.155 2.162 1.623  0.0687
H 0.280 2.879 -0.147  0.0284
H 0.991 1.650 1.578  0.0263
C -0.226 -2.863 3.622  0.0420
O -0.116 -2.561 2.178  0.0227
P -0.591 -1.030 1.794  0.0968
O 0.248 -0.123 2.887  0.0274
C 0.080 0.389 4.265  0.1464
O -2.106 -1.030 2.338  0.0603
C -3.268 -0.696 1.543  0.1314
H 0.145 -3.902 3.663  0.0046
H -1.271 -2.737 3.930  0.0120
H 0.433 -2.176 4.158  0.0065
H -0.418 -0.365 4.932  0.0275
H 1.107 0.647 4.620  0.0242
H -0.491 1.332 4.149  0.0513
H -3.268 0.360 1.259  0.0470
H -4.107 -0.883 2.210  0.0216
H -3.407 -1.288 0.622  0.0144

Values from the calculation:
Energy above the lowest of the compared OMol25 structures with the same formula, charge and spin = 0.000 eV
Charge = -1
<S²> = 8.8339
2S+1 = 6
Largest force on an atom = 3.5 eV/A
E = -2374.2802 hartree